1.
The following is a DFT calculation (the ωB97M-V functional and the def2-TZVPD basis) of 2 unconnected molecules or ions with the total composition C9H10BrCl3F7O2S in a non-equilibrium geometry.

```
! wB97M-V def2-TZVPD RIJCOSX def2/J DEFGRID3
* xyz -1 1
C 2.719 -2.663 0.154
C 2.676 -1.146 -0.142
C 1.941 -0.342 0.954
C 1.262 0.906 0.341
C -0.245 0.986 0.563
Br -0.870 2.453 -0.652
S -0.980 -0.570 0.077
O -1.094 -1.372 1.265
O -0.308 -1.282 -0.992
C -2.745 -0.337 -0.453
F -3.324 0.446 0.449
F -2.846 0.304 -1.596
C -3.537 -1.682 -0.607
F -4.022 -1.750 -1.845
F -2.800 -2.757 -0.437
C -4.769 -1.789 0.323
F -5.388 -2.923 0.007
F -5.629 -0.846 0.099
F -4.454 -1.851 1.566
H 2.933 -3.171 -0.781
H 1.746 -2.941 0.544
H 3.510 -2.839 0.878
H 3.687 -0.739 -0.208
H 2.197 -1.000 -1.102
H 2.714 0.014 1.638
H 1.270 -0.958 1.543
H 1.525 1.030 -0.713
H 1.672 1.785 0.839
C 2.680 5.107 -0.369
Cl 0.938 5.353 -0.426
Cl 3.192 4.620 1.252
Cl 3.185 3.910 -1.564
H 3.165 6.045 -0.605
*
```

The frontier orbital gap is 6.08 eV. The calculation puts the HOMO energy at -0.133 Ha.


2.
The following is a DFT calculation (the ωB97M-V functional and the def2-TZVPD basis) of 9 unconnected molecules or ions with the total composition C15H50N16O9 in a non-equilibrium geometry.

```
! wB97M-V def2-TZVPD RIJCOSX def2/J DEFGRID3
* xyz 0 1
C 3.374 1.952 -0.548
O 2.519 1.986 0.616
C 1.176 2.418 0.393
C 0.603 3.144 1.690
C 0.687 2.336 2.963
N -0.831 3.264 1.505
H 3.196 1.108 -1.216
H 4.415 1.940 -0.225
H 3.403 2.780 -1.257
H 1.139 3.110 -0.449
H 0.578 1.585 0.025
H 1.074 4.114 1.848
H 1.617 1.768 2.962
H -0.073 1.565 3.090
H 0.674 2.985 3.839
H -1.136 3.609 0.605
H -1.243 2.347 1.409
C -0.334 -2.518 -3.708
O 0.630 -1.496 -3.973
C 0.800 -0.925 -5.256
C 2.101 -0.111 -5.150
C 1.957 1.042 -4.127
N 2.364 0.544 -6.424
H -0.248 -3.133 -2.812
H -0.290 -3.208 -4.552
H -1.338 -2.107 -3.809
H 0.982 -1.603 -6.089
H -0.071 -0.321 -5.512
H 2.919 -0.789 -4.907
H 1.072 1.590 -4.451
H 2.757 1.767 -4.275
H 1.903 0.730 -3.084
H 2.299 -0.102 -7.197
H 1.752 1.322 -6.622
N -2.191 0.813 -4.472
C -1.924 1.035 -3.222
N -1.394 2.184 -3.038
O -2.378 0.282 -2.349
H -1.782 1.469 -5.121
H -2.837 0.078 -4.724
H -0.805 2.483 -3.803
H -1.556 2.629 -2.146
N -4.955 1.272 -2.037
C -5.269 0.904 -0.792
N -4.219 0.579 -0.082
O -6.351 1.067 -0.294
H -5.710 1.312 -2.707
H -4.042 1.156 -2.452
H -3.433 0.424 -0.697
H -4.261 0.306 0.890
N 0.372 0.730 6.128
C 0.913 -0.405 5.795
N 0.012 -1.153 5.215
O 2.074 -0.667 6.003
H -0.470 1.074 5.690
H 0.996 1.338 6.638
H -0.813 -0.668 4.890
H 0.158 -2.143 5.074
N 2.875 -3.794 2.025
C 2.279 -3.798 3.148
N 3.079 -3.545 4.073
O 1.087 -3.952 3.316
H 2.376 -3.973 1.165
H 3.872 -3.649 1.967
H 4.081 -3.543 3.946
H 2.690 -3.351 4.985
N -3.646 0.609 3.204
C -3.492 0.440 4.512
N -4.565 0.747 5.194
O -2.499 0.049 5.020
H -2.807 0.573 2.643
H -4.498 1.089 2.949
H -4.543 0.514 6.177
H -5.401 1.049 4.714
N 3.682 -2.342 -0.347
C 2.527 -2.393 -0.963
N 2.627 -1.892 -2.127
O 1.468 -2.902 -0.597
H 4.389 -1.761 -0.774
H 3.741 -2.661 0.610
H 3.489 -1.434 -2.384
H 1.768 -1.780 -2.647
N -0.811 -0.931 -0.241
C -0.968 -0.478 0.951
N -0.273 -1.151 1.766
O -1.672 0.513 1.216
H -1.299 -0.487 -1.006
H -0.282 -1.789 -0.310
H -0.208 -0.942 2.752
H 0.369 -1.825 1.374
*
```

The frontier orbital gap is 8.40 eV. As for the SMILES: COC[C@H](C)N.COC[C@H](C)N.NC(N)=O.NC(N)=O.NC(N)=O.NC(N)=O.NC(N)=O.NC(N)=O.NC(N)=O. The calculation puts the HOMO energy at -0.317 Ha.


3.
The following is a DFT calculation (the ωB97M-V functional and the def2-TZVPD basis) of a molecular structure, C19H32O3S2 in a non-equilibrium geometry.

```
! wB97M-V def2-TZVPD RIJCOSX def2/J DEFGRID3
* xyz 0 1
C -0.623 2.366 4.441
C 0.603 1.830 3.751
O 0.290 1.843 2.344
C 1.279 1.307 1.591
C 0.851 1.151 0.163
C 2.045 0.864 -0.714
O 2.260 1.515 -1.736
C 2.941 -0.311 -0.373
C 2.354 -1.673 -0.704
C 2.112 -1.978 -2.194
C 0.644 -1.882 -2.652
C 0.424 -0.928 -3.830
C -1.028 -0.462 -4.015
C -1.604 0.307 -2.821
C -0.863 1.602 -2.512
C -1.147 2.165 -1.111
C 0.080 2.439 -0.275
O 2.360 1.020 2.081
H -0.511 2.269 5.522
H -0.759 3.428 4.210
H -1.523 1.827 4.132
H 1.487 2.458 3.925
H 0.826 0.796 4.045
H 3.880 -0.168 -0.930
H 3.162 -0.247 0.699
H 3.044 -2.434 -0.309
H 1.424 -1.803 -0.120
H 2.762 -1.346 -2.819
H 2.428 -3.019 -2.364
H 0.316 -2.887 -2.969
H -0.016 -1.631 -1.807
H 1.092 -0.059 -3.729
H 0.737 -1.448 -4.747
H -1.069 0.183 -4.903
H -1.672 -1.329 -4.212
H -2.658 0.553 -3.024
H -1.627 -0.335 -1.925
H 0.222 1.492 -2.659
H -1.176 2.354 -3.257
H -1.678 3.119 -1.239
H -1.813 1.495 -0.542
H -0.225 2.952 0.643
H 0.798 3.075 -0.812
C -1.995 -1.807 3.154
C -0.841 -2.589 2.542
S 0.412 -1.406 1.925
C -0.456 -0.486 0.832
S -2.070 -0.755 0.525
C -2.893 -1.241 2.073
H -2.587 -2.474 3.788
H -1.611 -0.999 3.786
H -0.283 -3.151 3.299
H -1.152 -3.261 1.737
H 0.104 0.050 -0.045
H -3.617 -2.004 1.745
H -3.440 -0.346 2.395
*
```

The frontier orbital gap is 5.99 eV. The calculation puts the HOMO energy at -0.251 Ha.


4.
The following is a DFT calculation (the ωB97M-V functional and the def2-TZVPD basis) of a molecular structure, C6H11NO in a non-equilibrium geometry.

```
! wB97M-V def2-TZVPD RIJCOSX def2/J DEFGRID3
* xyz 0 1
C 1.235 -1.414 0.712
C 1.566 1.340 -0.285
C -1.317 1.670 -0.120
C -0.596 0.390 0.222
C -1.258 -0.781 0.440
C -2.186 -1.599 0.004
O 1.342 -2.103 -0.462
N 0.736 0.379 0.415
H 1.903 -1.612 -1.074
H 0.616 -1.961 1.408
H 2.175 -1.105 1.159
H 2.608 1.171 -0.008
H 1.312 2.362 0.014
H 1.486 1.279 -1.380
H -1.106 1.950 -1.156
H -2.391 1.535 -0.015
H -0.994 2.494 0.519
H -2.574 -2.400 0.627
H -2.556 -1.595 -1.021
*
```

The frontier orbital gap is 7.66 eV. The calculation puts the HOMO energy at -0.258 Ha.


5.
The following is a DFT calculation (the ωB97M-V functional and the def2-TZVPD basis) of 10 unconnected molecules or ions with the total composition C21H62NO21S in a non-equilibrium geometry.

```
! wB97M-V def2-TZVPD RIJCOSX def2/J DEFGRID3
* xyz -1 1
C -0.491 -49.562 -39.277
N -0.561 -50.299 -38.003
C -1.855 -50.086 -37.290
C -0.521 -51.731 -38.298
C 0.542 -49.914 -37.000
C 2.087 -50.175 -37.394
O 2.957 -49.640 -36.457
H 0.463 -49.581 -39.713
H -0.393 -48.381 -39.329
H -1.290 -49.870 -40.047
H -2.004 -49.047 -37.192
H -1.835 -50.559 -36.366
H -2.754 -50.478 -37.784
H 0.508 -51.919 -38.783
H -1.098 -52.178 -38.944
H -0.430 -52.547 -37.608
H 0.080 -50.176 -36.129
H 0.523 -48.840 -36.839
H 2.284 -49.834 -38.493
H 2.283 -51.233 -37.544
H 3.216 -48.631 -36.620
S 4.990 -47.824 -38.513
O 4.359 -48.496 -39.622
O 5.498 -46.529 -38.923
O 4.006 -47.653 -37.453
O 5.983 -48.582 -38.029
C 5.239 -44.211 -36.710
C 6.200 -45.144 -35.899
O 5.762 -45.188 -34.532
O 5.648 -44.110 -38.079
H 5.041 -43.053 -36.394
H 4.243 -44.483 -36.714
H 7.221 -44.779 -35.738
H 6.111 -46.214 -36.297
H 5.182 -46.040 -34.324
H 5.456 -44.986 -38.675
C 7.112 -45.277 -41.451
C 5.780 -44.457 -41.475
O 4.643 -45.187 -41.084
O 7.435 -45.455 -40.053
H 7.687 -44.548 -42.025
H 6.907 -46.204 -42.017
H 5.372 -44.099 -42.540
H 5.766 -43.534 -40.860
H 4.791 -45.613 -40.268
H 6.778 -45.721 -39.637
C 2.085 -44.840 -34.080
C 2.059 -46.030 -35.102
O 3.279 -46.739 -35.116
O 1.047 -44.047 -34.194
H 2.964 -44.415 -34.132
H 2.273 -45.310 -32.980
H 1.923 -45.626 -36.074
H 1.116 -46.627 -34.900
H 3.476 -46.844 -36.040
H 1.048 -43.492 -33.406
C 5.102 -51.692 -39.344
C 5.117 -51.978 -37.847
O 6.338 -52.410 -37.292
O 4.019 -51.085 -39.782
H 5.311 -52.546 -39.790
H 5.959 -51.109 -39.363
H 4.253 -52.692 -37.555
H 4.952 -51.063 -37.208
H 6.792 -51.774 -37.189
H 4.372 -50.103 -39.802
C 9.874 -47.909 -38.553
C 8.813 -48.418 -39.428
O 8.228 -49.520 -38.743
O 10.305 -46.675 -39.190
H 10.728 -48.465 -38.410
H 9.611 -47.528 -37.634
H 8.942 -48.454 -40.441
H 8.015 -47.540 -39.659
H 7.398 -49.281 -38.494
H 9.611 -45.802 -39.291
C 2.213 -44.653 -39.007
C 1.224 -45.708 -39.541
O 1.176 -46.689 -38.449
O 2.430 -43.924 -40.164
H 3.214 -45.082 -38.633
H 1.993 -43.944 -38.253
H 1.668 -46.208 -40.401
H 0.196 -45.447 -39.729
H 1.962 -47.052 -38.429
H 3.203 -44.286 -40.655
C 6.304 -49.987 -33.505
C 5.906 -49.286 -34.706
O 6.948 -49.452 -35.729
O 5.498 -49.699 -32.323
H 7.296 -49.955 -33.409
H 5.988 -50.961 -33.597
H 6.042 -48.351 -34.685
H 5.077 -49.578 -35.274
H 6.393 -49.247 -36.614
H 4.628 -49.651 -32.471
C 4.840 -48.548 -42.840
C 3.424 -49.057 -42.805
O 2.764 -48.182 -41.828
O 5.620 -49.113 -41.834
H 4.928 -47.551 -42.831
H 5.239 -48.797 -43.790
H 3.299 -50.099 -42.779
H 2.937 -48.836 -43.847
H 3.284 -48.295 -40.937
H 5.084 -48.916 -41.062
*
```

The frontier orbital gap is 7.58 eV. The calculation puts the HOMO energy at -0.234 Ha.


6.
The following is a DFT calculation (the ωB97M-V functional and the def2-TZVPD basis) of a molecular structure, C29H32N2O2PV in a non-equilibrium geometry.

```
! wB97M-V def2-TZVPD RIJCOSX def2/J DEFGRID3
* xyz 1 4
V -1.625 -0.112 1.137
O -1.491 1.162 2.813
C -1.537 2.560 2.615
C -2.010 2.907 1.221
C -2.028 4.226 0.812
C -2.328 4.455 -0.505
C -2.755 3.423 -1.358
C -2.788 2.163 -0.751
N -2.321 1.885 0.443
H -0.979 0.900 3.563
H -0.623 3.011 2.817
H -2.312 2.995 3.298
H -1.764 5.087 1.431
H -2.225 5.456 -0.930
H -3.190 3.546 -2.337
H -3.050 1.276 -1.346
C 3.750 0.016 -0.992
C 3.283 0.732 0.251
C 4.244 1.493 0.869
C 4.051 2.165 2.058
C 2.817 2.007 2.719
C 1.808 1.317 2.087
C 1.989 0.701 0.842
P 0.546 -0.221 0.094
C 0.576 0.005 -1.689
C 0.411 -1.154 -2.479
C 0.091 -1.077 -3.834
C -0.237 0.175 -4.360
C -0.090 1.314 -3.603
C 0.339 1.269 -2.270
C 0.468 2.555 -1.463
C 0.913 -1.942 0.514
C 1.739 -2.816 -0.187
C 1.779 -4.174 0.191
C 0.997 -4.628 1.262
C 0.262 -3.731 2.005
C 0.224 -2.376 1.661
C -0.571 -1.437 2.482
H 4.707 -0.535 -0.865
H 3.878 0.752 -1.790
H 3.007 -0.657 -1.355
H 5.250 1.592 0.396
H 4.850 2.733 2.554
H 2.715 2.362 3.733
H 0.879 1.148 2.581
H 0.595 -2.150 -2.069
H 0.014 -1.981 -4.454
H -0.540 0.234 -5.406
H -0.252 2.270 -4.135
H -0.263 2.569 -0.641
H 0.410 3.415 -2.085
H 1.417 2.627 -0.963
H 2.320 -2.467 -1.034
H 2.408 -4.790 -0.419
H 1.128 -5.651 1.607
H -0.271 -4.061 2.853
H 0.134 -0.810 3.079
H -1.202 -1.920 3.244
C -4.135 -3.291 -0.616
C -2.779 -2.830 -0.211
N -1.793 -3.700 -0.451
O -2.564 -1.682 0.180
H -4.618 -2.501 -1.194
H -4.735 -3.457 0.289
H -4.042 -4.206 -1.190
H -1.991 -4.682 -0.653
H -0.891 -3.464 -0.065
*
```

The expectation value of S² is 3.764. The frontier orbital gap (alpha / beta) is 7.48 / 7.87 eV. The calculation puts the HOMO energy (alpha / beta) at -0.355 / -0.374 Ha.


7.
The following is a DFT calculation (the ωB97M-V functional and the def2-TZVPD basis) of a molecular structure, C8H6AuCl2O2S in a non-equilibrium geometry.

```
! wB97M-V def2-TZVPD RIJCOSX def2/J DEFGRID3
* xyz -1 1
Au -0.694 0.998 1.504
O -2.106 -0.595 -1.820
C -1.421 -0.622 -0.796
O -1.809 -0.529 0.413
C 0.044 -0.986 -1.013
C 0.246 -2.199 -1.686
C 1.527 -2.684 -1.929
C 2.659 -1.963 -1.560
C 2.512 -0.766 -0.910
C 1.211 -0.243 -0.604
S 1.223 1.262 0.166
H -0.614 -2.772 -2.017
H 1.675 -3.649 -2.416
H 3.662 -2.343 -1.747
H 3.391 -0.220 -0.586
Cl -1.602 2.151 3.821
C -2.361 3.582 3.060
Cl -2.345 3.490 1.325
H -1.807 4.458 3.387
H -3.391 3.629 3.407
*
```

The frontier orbital gap is 6.11 eV. The calculation puts the HOMO energy at -0.134 Ha.


8.
The following is a DFT calculation (the ωB97M-V functional and the def2-TZVPD basis) of 8 unconnected molecules or ions with the total composition C8H33NO8 in a non-equilibrium geometry.

```
! wB97M-V def2-TZVPD RIJCOSX def2/J DEFGRID3
* xyz 0 1
O -0.866 0.434 -0.352
H -0.293 0.849 0.297
H -1.113 -0.470 -0.141
H -1.713 0.879 -0.422
O 4.599 3.529 1.141
H 3.914 2.981 1.530
H 4.923 4.193 1.753
H 4.338 3.883 0.288
C 2.740 4.130 -5.251
C 2.720 3.423 -3.893
O 2.643 4.308 -2.813
H 3.536 4.870 -5.166
H 1.806 4.651 -5.459
H 3.048 3.516 -6.097
H 3.726 3.006 -3.917
H 1.919 2.697 -3.760
C 1.141 -1.140 4.889
C 2.303 -0.480 4.146
O 2.005 0.390 3.067
H 0.715 -1.867 4.198
H 0.403 -0.392 5.178
H 1.471 -1.646 5.796
H 3.039 -1.230 3.854
H 2.751 0.140 4.922
C -1.581 -5.555 0.726
C -1.425 -4.183 -0.066
C -1.897 -4.358 -1.490
O -1.753 -3.080 -2.154
C -1.622 -3.031 -3.631
N -2.283 -3.133 0.553
H -0.791 -6.277 0.517
H -2.548 -6.032 0.566
H -1.403 -5.469 1.798
H -0.371 -3.909 -0.116
H -2.880 -4.778 -1.700
H -1.401 -5.184 -1.999
H -2.316 -3.718 -4.114
H -0.569 -3.186 -3.868
H -1.810 -2.003 -3.940
H -2.094 -3.127 1.546
H -3.209 -3.534 0.512
O -1.228 4.827 0.004
H -0.324 4.747 -0.301
H -1.199 4.540 0.917
O -0.914 3.430 3.862
H -0.115 2.910 3.955
H -0.817 4.135 4.502
O -4.733 1.655 -0.118
H -4.904 2.473 0.348
H -5.568 1.188 -0.098
*
```

The frontier orbital gap is 3.97 eV. The calculation puts the HOMO energy at -0.197 Ha.


9.
The following is a DFT calculation (the ωB97M-V functional and the def2-TZVPD basis) of a molecular structure, C4H6LiO3 in a non-equilibrium geometry.

```
! wB97M-V def2-TZVPD RIJCOSX def2/J DEFGRID3
* xyz 2 2
H -2.414 0.400 -1.298
O -1.127 -0.396 0.209
C 0.256 -0.149 0.023
O 0.711 0.954 0.122
Li 1.638 2.356 0.011
O 0.801 -1.271 -0.237
C 2.240 -1.377 -0.071
H 2.726 -0.837 -0.890
H 2.514 -0.963 0.905
H 2.449 -2.446 -0.121
C -1.966 0.457 -0.259
C -2.973 1.007 0.546
H -2.959 0.835 1.624
H -3.565 1.824 0.131
*
```

The expectation value of S² is 0.753. The frontier orbital gap (alpha / beta) is 11.26 / 7.92 eV. The calculation puts the HOMO energy (alpha / beta) at -0.758 / -0.758 Ha.


10.
The following is a DFT calculation (the ωB97M-V functional and the def2-TZVPD basis) of 4 unconnected molecules or ions with the total composition C2H5NOS in a non-equilibrium geometry.

```
! wB97M-V def2-TZVPD RIJCOSX def2/J DEFGRID3
* xyz 0 1
C -0.782 -0.595 -1.344
C 0.975 -0.754 0.389
H -1.656 -1.736 -1.087
H 0.093 -0.895 -2.470
H -1.683 0.734 -1.693
H -1.673 1.361 1.078
H 1.340 -0.157 1.093
N -0.241 -0.117 -0.097
O 1.306 -1.921 0.257
S -0.396 1.561 0.465
*
```

The frontier orbital gap is 9.86 eV. The calculation puts the HOMO energy at -0.354 Ha.


11.
The following is a DFT calculation (the ωB97M-V functional and the def2-TZVPD basis) of a molecular structure, C3H5LiMnO4 in a non-equilibrium geometry.

```
! wB97M-V def2-TZVPD RIJCOSX def2/J DEFGRID3
* xyz 1 7
Mn 0.829 -0.230 -1.267
O 0.234 -1.404 0.288
C -0.422 -1.158 1.286
H -0.674 -0.117 1.565
H -0.824 -1.976 1.908
C -1.833 0.248 -2.146
O -1.919 1.607 -1.578
C -1.026 2.023 -0.743
O 0.042 1.460 -0.489
O -1.478 3.041 -0.044
Li -3.657 -0.145 -3.079
H -0.984 0.273 -2.857
H -1.665 -0.444 -1.298
H -0.828 3.305 0.621
*
```

The expectation value of S² is 12.008. The frontier orbital gap (alpha / beta) is 2.88 / 7.16 eV. The calculation puts the HOMO energy (alpha / beta) at -0.298 / -0.458 Ha.


12.
The following is a DFT calculation (the ωB97M-V functional and the def2-TZVPD basis) of a molecular structure, C5H6DyO4 in a non-equilibrium geometry.

```
! wB97M-V def2-TZVPD RIJCOSX def2/J DEFGRID3
* xyz 3 6
C 1.371 -0.661 0.875
C 0.543 0.557 0.834
O -0.083 0.687 -0.474
C -0.452 1.901 -0.907
O -0.201 2.964 -0.459
O -1.138 1.620 -2.045
Dy -1.477 -0.531 -2.354
H 1.964 -0.666 1.795
H 1.932 -0.936 -0.022
H 1.069 1.485 1.070
H -0.387 0.009 1.631
H -1.452 2.392 -2.541
C 0.032 -1.874 1.230
C -0.590 -2.256 0.154
O -1.040 -2.266 -0.951
H -0.092 -2.426 2.162
*
```

The expectation value of S² is 9.364. The frontier orbital gap (alpha / beta) is 6.71 / 4.70 eV. The calculation puts the HOMO energy (alpha / beta) at -0.808 / -0.803 Ha.